(1)
The following is a DFT calculation (wB97M-V/def2-TZVPD) of a cluster of 5 separate species, C43H86BClN3O3S2 in total in a non-equilibrium geometry.

The geometry in XYZ format:
```
139
Properties=species:S:1:pos:R:3:lowdin_charge:R:1
C 3.65 4.90 -3.42 0.0029
C 3.47 4.04 -2.37 -0.1196
C 2.63 2.79 -2.22 -0.1456
C 2.09 2.03 -3.45 -0.2207
C 3.30 1.31 -4.17 -0.2562
C 4.29 2.22 -4.92 -0.0331
C 3.08 0.02 -4.99 -0.1920
C 3.20 0.11 -6.54 -0.2854
C 4.52 -0.45 -7.10 -0.0951
N 1.37 0.82 -2.81 -0.2743
S 2.03 -0.19 -1.56 0.9849
C 0.20 0.52 -3.30 -0.3139
N -0.48 -0.58 -2.83 0.1249
C -0.63 -1.47 -3.70 -0.7446
S -0.40 -2.81 -4.41 0.9171
C -0.20 1.47 -4.40 -0.5764
Cl 0.14 0.50 -6.01 0.7771
N -1.51 1.83 -4.50 0.0934
C -2.55 1.20 -4.09 -0.3152
C -3.07 1.42 -2.71 0.0103
C -3.35 0.29 -4.98 0.0089
C 0.81 2.63 -4.17 -0.2819
C 0.07 3.55 -3.15 -0.0765
C 0.54 4.96 -3.00 -0.2598
O 0.60 5.48 -1.92 0.0924
C 1.16 3.40 -5.44 -0.0306
B -0.07 3.95 -6.29 -0.6497
O -0.10 3.68 -7.62 0.1795
O -1.08 4.73 -5.73 0.1341
H 2.93 5.59 -3.83 0.0566
H 4.65 4.99 -3.83 0.0713
H 4.00 4.30 -1.46 0.1187
H 3.30 2.12 -1.68 0.0908
H 1.84 3.00 -1.49 0.1170
H 3.90 0.98 -3.32 0.1115
H 4.90 2.74 -4.20 0.0696
H 3.83 2.91 -5.62 0.0802
H 5.00 1.60 -5.47 0.0812
H 2.18 -0.54 -4.76 0.0520
H 3.89 -0.65 -4.71 0.1093
H 2.42 -0.54 -6.94 0.0649
H 2.99 1.10 -6.93 0.0911
H 5.23 0.33 -7.37 0.0691
H 4.97 -1.18 -6.44 0.0727
H 4.29 -0.98 -8.02 0.0721
H 2.43 -1.26 -2.27 -0.0807
H -3.77 0.66 -2.38 0.0595
H -3.63 2.36 -2.76 0.1175
H -2.26 1.59 -2.00 0.0895
H -2.70 -0.20 -5.69 0.0700
H -3.78 -0.49 -4.35 0.0602
H -4.17 0.80 -5.48 0.1139
H 0.04 3.09 -2.16 0.1232
H -0.97 3.69 -3.45 0.1250
H 0.79 5.55 -3.89 0.1174
H 1.86 4.22 -5.26 0.1003
H 1.69 2.71 -6.10 0.0806
H -0.99 3.49 -7.93 0.1199
H -0.88 5.67 -5.77 0.1164
C 2.77 0.56 2.01 -0.1283
C 3.08 0.24 3.46 -0.2586
C 4.16 -0.83 3.63 -0.2268
C 3.79 -2.20 3.06 -0.2269
C 2.51 -2.82 3.63 -0.2706
C 2.58 -3.08 5.13 -0.1050
H 2.37 -0.32 1.48 0.0338
H 2.01 1.35 1.94 0.0712
H 3.66 0.90 1.48 0.0738
H 2.17 -0.05 3.98 0.1055
H 3.43 1.15 3.95 0.0880
H 4.40 -0.93 4.69 0.0954
H 5.08 -0.49 3.15 0.1095
H 4.63 -2.89 3.25 0.1121
H 3.70 -2.14 1.97 0.0946
H 2.32 -3.76 3.11 0.1032
H 1.65 -2.17 3.41 0.0960
H 3.40 -3.76 5.37 0.0776
H 1.66 -3.54 5.48 0.0705
H 2.72 -2.16 5.70 0.0651
C -3.67 -2.33 -1.15 -0.0951
C -4.68 -2.78 -2.19 -0.2534
C -5.69 -1.70 -2.60 -0.2266
C -6.59 -1.22 -1.46 -0.2195
C -7.40 -2.32 -0.78 -0.2679
C -8.38 -3.02 -1.71 -0.0998
H -4.16 -2.05 -0.21 0.0627
H -2.96 -3.13 -0.92 0.0741
H -3.09 -1.48 -1.52 0.0470
H -5.22 -3.67 -1.84 0.1037
H -4.13 -3.10 -3.09 0.0985
H -6.30 -2.08 -3.42 0.1097
H -5.15 -0.84 -3.00 0.0610
H -7.27 -0.46 -1.85 0.1131
H -5.98 -0.71 -0.70 0.1017
H -7.95 -1.88 0.05 0.1088
H -6.73 -3.06 -0.33 0.0815
H -9.09 -2.31 -2.13 0.0777
H -8.95 -3.78 -1.16 0.0728
H -7.88 -3.53 -2.53 0.0663
C -3.72 -4.01 4.08 -0.1092
C -4.73 -4.49 3.04 -0.2659
C -5.76 -3.43 2.67 -0.2386
C -6.66 -2.96 3.82 -0.2250
C -7.45 -4.07 4.51 -0.2662
C -8.43 -4.78 3.58 -0.1087
H -4.20 -3.75 5.02 0.0668
H -2.98 -4.79 4.29 0.0693
H -3.18 -3.13 3.72 0.0720
H -5.23 -5.39 3.41 0.1007
H -4.19 -4.78 2.14 0.0998
H -6.38 -3.81 1.86 0.0838
H -5.24 -2.55 2.26 0.1014
H -7.36 -2.21 3.43 0.1077
H -6.05 -2.44 4.56 0.1021
H -8.01 -3.63 5.34 0.1058
H -6.77 -4.80 4.95 0.0992
H -9.15 -4.07 3.16 0.0739
H -8.99 -5.54 4.12 0.0706
H -7.92 -5.28 2.75 0.0641
C 6.18 0.86 9.41 -0.1104
C 5.95 2.29 8.93 -0.2680
C 4.75 2.44 8.00 -0.2262
C 4.86 1.65 6.69 -0.2363
C 6.07 1.99 5.83 -0.2654
C 6.10 3.44 5.35 -0.1065
H 6.39 0.19 8.58 0.0639
H 7.03 0.82 10.09 0.0700
H 5.30 0.49 9.94 0.0751
H 6.85 2.67 8.44 0.0984
H 5.79 2.93 9.80 0.1051
H 4.59 3.50 7.78 0.1018
H 3.85 2.11 8.52 0.1104
H 3.95 1.84 6.10 0.0958
H 4.86 0.58 6.90 0.0974
H 6.07 1.33 4.95 0.0900
H 6.99 1.76 6.37 0.1016
H 5.21 3.67 4.77 0.0715
H 6.97 3.62 4.72 0.0694
H 6.15 4.13 6.18 0.0669
```

## Properties
- LUMO level: -3.9 eV
- E_HOMO: -10.52 eV
- Frontier orbital gap: 6.592 eV
- Net charge: +1


(2)
The following is a DFT calculation (wB97M-V/def2-TZVPD) of a structure of composition C43H86Cl6O25 in a non-equilibrium geometry.

The geometry in XYZ format:
```
160
Properties=species:S:1:pos:R:3:lowdin_charge:R:1
C -1.41 1.62 4.07 -0.6080
Cl -0.60 0.09 3.74 0.9126
Cl -0.21 2.78 4.76 0.8963
H -1.82 2.12 3.20 0.0481
H -2.28 1.42 4.71 0.0561
C 1.74 -1.03 -4.04 -0.8815
Cl 2.78 -1.74 -5.33 0.6875
Cl 1.69 0.65 -4.28 0.7995
H 0.68 -1.28 -4.07 0.0033
H 2.16 -1.29 -3.07 0.0244
C 4.05 -0.30 2.21 -1.0126
Cl 4.26 -1.90 1.68 0.7705
Cl 5.03 0.08 3.58 0.7777
H 4.29 0.31 1.34 0.0602
H 3.06 -0.10 2.63 -0.0149
C -5.51 -3.53 -0.99 -0.0393
C -4.41 -3.88 -0.03 -0.2040
O -3.81 -2.77 0.65 0.1178
C -2.94 -1.99 0.11 -0.5167
O -2.50 -1.96 -1.05 -0.0854
O -2.44 -1.28 1.07 0.0953
C -1.30 -0.53 0.89 -0.1024
H -6.12 -4.39 -1.29 0.0933
H -5.17 -2.94 -1.85 0.0505
H -6.15 -2.80 -0.49 0.0850
H -3.63 -4.48 -0.51 0.0690
H -4.78 -4.64 0.66 0.1364
H -1.24 -0.03 1.86 0.0508
H -1.26 0.18 0.06 0.0838
H -0.47 -1.23 0.86 0.0674
C -8.13 0.87 -1.27 -0.0567
C -7.98 -0.26 -2.27 -0.2472
O -6.77 -0.97 -2.21 0.0047
C -5.62 -0.44 -2.71 -0.4332
O -5.41 0.73 -3.05 0.1275
O -4.69 -1.47 -2.57 0.0009
C -3.33 -1.15 -2.75 -0.2501
H -9.04 1.45 -1.41 0.0798
H -7.36 1.64 -1.27 0.0772
H -8.14 0.30 -0.35 0.0804
H -8.11 0.09 -3.30 0.1221
H -8.74 -1.03 -2.17 0.1271
H -2.96 -0.59 -1.89 0.1262
H -3.22 -0.49 -3.62 0.0289
H -2.77 -2.05 -2.99 -0.0114
C 3.27 2.37 -0.21 -0.0367
C 3.47 3.06 1.08 -0.2049
O 3.17 4.45 1.01 0.0522
C 3.70 5.42 1.76 -0.5631
O 4.70 5.24 2.47 0.0576
O 3.07 6.54 1.60 0.0198
C 3.36 7.80 2.33 0.0153
H 3.90 2.92 -0.90 0.1090
H 2.26 2.58 -0.56 0.0616
H 3.41 1.29 -0.16 0.0796
H 4.51 2.84 1.32 0.1416
H 3.03 2.51 1.91 -0.0339
H 4.38 8.12 2.11 0.0918
H 3.28 7.82 3.42 0.0944
H 2.71 8.55 1.88 0.0937
C 0.88 -0.19 6.41 -0.0444
C 1.51 1.01 5.77 -0.2497
O 1.69 0.88 4.34 -0.2151
C 2.57 1.64 3.61 -0.4956
O 2.80 1.44 2.40 -0.2326
O 3.14 2.61 4.33 0.0024
C 4.24 3.41 3.80 -0.0144
H 0.61 -0.09 7.46 0.1022
H 1.58 -1.02 6.38 0.0842
H 0.02 -0.51 5.82 0.0395
H 2.49 1.16 6.23 0.1346
H 0.99 1.95 5.95 0.0080
H 4.63 4.10 4.55 0.1223
H 4.01 4.11 3.00 -0.0077
H 4.94 2.68 3.39 0.0753
C -1.52 -0.49 -2.80 -0.1741
C -0.25 0.17 -2.34 -0.1583
O -0.35 0.47 -0.94 0.0212
C 0.75 0.60 -0.18 -0.4739
O 1.95 0.65 -0.54 -0.0382
O 0.28 0.64 1.10 -0.0833
C 1.22 0.96 2.13 -0.1954
H -2.42 0.12 -2.87 0.0844
H -1.74 -1.29 -2.10 0.0438
H -1.35 -0.92 -3.79 0.0429
H -0.08 0.98 -3.05 0.0720
H 0.60 -0.49 -2.49 0.0359
H 1.99 0.22 2.34 0.0907
H 0.64 1.22 3.01 0.0432
H 1.73 1.89 1.88 0.0966
O -0.70 -3.70 1.93 0.0985
C -0.60 -3.87 0.70 -0.4460
O 0.28 -3.31 -0.17 -0.0694
C 1.25 -2.24 0.26 -0.0983
C 2.18 -1.70 -0.86 -0.0505
C -1.43 -4.96 0.03 0.0537
H 1.77 -2.49 1.18 0.0900
H 0.59 -1.44 0.59 0.0551
H 1.61 -1.12 -1.59 0.0241
H 2.74 -2.51 -1.33 0.1052
H 2.87 -0.98 -0.43 0.0581
H -2.49 -4.75 0.20 0.0503
H -1.23 -5.88 0.58 0.1144
H -1.15 -4.93 -1.02 0.0651
O -0.68 -0.81 -5.03 -0.0360
C -1.26 0.22 -5.46 -0.4092
O -0.78 1.04 -6.37 0.0405
C 0.48 0.65 -6.93 -0.2855
C 0.96 1.68 -7.90 -0.0626
C -2.69 0.63 -5.09 0.0599
H 0.41 -0.32 -7.41 0.1344
H 1.25 0.65 -6.16 -0.0255
H 0.30 1.85 -8.76 0.0796
H 1.98 1.43 -8.20 0.0871
H 1.02 2.65 -7.40 0.0805
H -3.27 0.89 -5.97 0.1108
H -2.63 1.57 -4.53 0.1240
H -3.21 -0.15 -4.53 0.0365
O -0.14 -5.19 -4.23 0.0553
C 0.25 -4.00 -4.32 -0.4708
O 0.04 -3.04 -3.46 -0.0052
C -0.74 -3.27 -2.26 -0.1640
C -2.18 -3.51 -2.59 -0.0098
C 1.13 -3.53 -5.50 -0.1073
H -0.64 -2.49 -1.51 0.1217
H -0.34 -4.16 -1.79 0.0964
H -2.26 -4.37 -3.25 0.1221
H -2.56 -2.66 -3.16 0.0340
H -2.76 -3.64 -1.67 0.0787
H 2.08 -3.36 -5.00 -0.0439
H 0.83 -2.57 -5.91 0.0232
H 1.27 -4.27 -6.28 0.0998
O 4.40 -2.92 5.05 0.0599
C 3.30 -3.48 5.02 -0.5376
O 2.21 -3.05 4.44 0.0421
C 2.16 -1.73 3.92 -0.2074
C 0.70 -1.37 3.64 -0.2879
C 3.03 -4.83 5.64 0.0174
H 2.59 -1.71 2.93 0.0066
H 2.68 -0.98 4.51 0.1025
H 0.71 -0.37 3.21 -0.0664
H 0.05 -1.30 4.51 0.0148
H 0.29 -2.07 2.92 0.0895
H 3.52 -5.64 5.10 0.0873
H 1.99 -5.14 5.71 0.0826
H 3.45 -4.83 6.65 0.0858
O -0.82 3.56 2.78 -0.1183
C 0.28 4.09 2.59 -0.5056
O 0.85 4.26 1.41 0.0166
C 0.29 3.71 0.26 -0.2264
C 0.69 4.50 -0.95 -0.0444
C 1.06 4.75 3.69 -0.0148
H -0.80 3.74 0.28 0.1435
H 0.61 2.69 0.08 0.0896
H 1.75 4.73 -1.05 0.0775
H 0.19 5.46 -0.85 0.0860
H 0.39 4.05 -1.89 0.0877
H 1.92 4.10 3.89 0.0697
H 0.45 4.77 4.59 0.0434
H 1.31 5.77 3.37 0.0998
```

## Properties
- LUMO level: 0.4 eV
- E_HOMO: -7.90 eV
- Frontier orbital gap: 8.342 eV
- Net charge: 0


(3)
The following is a DFT calculation (wB97M-V/def2-TZVPD) of a cluster of 8 separate species, C43H87N8O10S in total in a non-equilibrium geometry.

The geometry in XYZ format:
```
149
Properties=species:S:1:pos:R:3:lowdin_charge:R:1
C 8.61 -2.34 -0.88 -0.1344
C 8.35 -2.42 -2.50 -0.2577
C 7.50 -3.80 -2.92 -0.2004
C 7.72 -4.02 -4.53 -0.1945
C 6.27 -3.94 -5.29 -0.2015
C 6.26 -2.89 -6.57 -0.1999
C 6.36 -1.31 -6.14 -0.1726
C 4.94 -0.49 -6.16 -0.1636
N 3.71 -1.36 -5.92 -0.0462
C 2.82 -1.88 -7.07 -0.3940
S 3.21 -1.52 -8.91 0.7041
C 1.45 -2.79 -6.83 -0.0042
C 1.04 -3.21 -5.30 0.0765
C 2.05 -2.68 -4.07 -0.0355
C 1.63 -3.15 -2.56 -0.1206
C 0.29 -2.31 -2.07 -0.1421
O -0.87 -3.07 -2.65 -0.1570
C -2.03 -3.02 -1.74 -0.2688
O -2.31 -4.13 -1.01 -0.0201
C -3.00 -1.71 -1.64 -0.1377
C -3.68 -1.73 -0.13 -0.1210
C 3.35 -1.74 -4.47 0.0128
C 4.30 -1.22 -3.20 -0.1331
C 3.97 0.35 -2.77 -0.1460
C 4.15 0.63 -1.15 -0.1958
O 2.76 0.87 -0.63 -0.2790
C 2.88 1.59 0.65 -0.1224
H 7.67 -1.86 -0.36 0.0666
H 8.75 -3.41 -0.44 0.0449
H 9.54 -1.64 -0.65 0.0893
H 9.39 -2.37 -3.04 0.1076
H 7.73 -1.48 -2.90 0.0865
H 6.37 -3.56 -2.65 0.0938
H 7.80 -4.73 -2.28 0.1087
H 8.49 -3.22 -4.96 0.1148
H 8.17 -5.11 -4.65 0.1220
H 5.36 -3.71 -4.59 0.0836
H 6.08 -5.02 -5.75 0.1198
H 7.24 -3.13 -7.21 0.1285
H 5.36 -3.03 -7.30 0.0843
H 6.93 -1.17 -5.11 0.1007
H 7.06 -0.78 -6.96 0.1307
H 4.90 0.08 -7.21 0.1235
H 5.05 0.39 -5.36 0.1292
H 3.02 -0.13 -9.11 -0.0893
H 0.75 -3.17 -7.70 0.1167
H 0.10 -3.84 -5.01 0.1239
H 1.27 -4.29 -2.65 0.1463
H 2.50 -3.16 -1.78 0.1177
H 0.22 -2.18 -0.91 0.1525
H 0.29 -1.28 -2.66 0.1440
H -3.90 -1.87 -2.40 0.1395
H -2.46 -0.69 -1.90 0.1236
H -4.34 -0.76 0.00 0.0513
H -4.32 -2.70 0.06 0.0918
H -2.76 -1.74 0.63 0.0847
H 5.46 -1.26 -3.49 0.0976
H 4.20 -1.88 -2.24 0.1077
H 4.76 1.07 -3.30 0.1102
H 2.88 0.67 -3.13 0.1377
H 4.70 -0.23 -0.57 0.1321
H 4.75 1.66 -1.03 0.1329
H 3.60 2.53 0.61 0.1022
H 1.81 1.98 0.94 0.0931
H 3.32 0.80 1.43 0.1197
C -5.94 2.91 -1.35 -0.0072
C -6.35 1.57 -0.82 -0.5245
O -5.53 0.75 -0.40 -0.0085
N -7.68 1.26 -0.81 0.0093
C -8.79 2.08 -1.26 -0.0765
H -4.85 3.01 -1.29 0.0844
H -6.24 3.00 -2.40 0.0856
H -6.39 3.71 -0.75 0.0827
H -7.88 0.34 -0.43 0.1441
H -9.46 2.23 -0.41 0.0881
H -9.31 1.53 -2.04 0.0886
H -8.46 3.05 -1.64 0.0580
C -0.28 4.30 1.98 -0.0063
C 1.07 4.26 2.64 -0.5503
O 1.57 3.21 3.04 0.0017
N 1.76 5.43 2.77 0.0011
C 1.35 6.76 2.36 -0.0785
H -0.70 3.29 1.95 0.0927
H -0.95 4.93 2.56 0.0588
H -0.19 4.67 0.96 0.0919
H 2.66 5.33 3.22 0.1438
H 2.09 7.14 1.66 0.0840
H 1.33 7.40 3.25 0.0851
H 0.36 6.76 1.89 0.0794
C 8.84 -5.48 1.78 -0.0118
C 9.84 -5.89 0.74 -0.5404
O 9.74 -5.55 -0.44 0.0015
N 10.90 -6.65 1.13 0.0020
C 11.20 -7.15 2.45 -0.0782
H 8.05 -4.88 1.32 0.0757
H 8.37 -6.37 2.21 0.0887
H 9.32 -4.89 2.56 0.0904
H 11.53 -6.88 0.38 0.1453
H 12.18 -6.77 2.75 0.0862
H 11.24 -8.24 2.41 0.0862
H 10.46 -6.84 3.19 0.0769
C -1.89 -0.82 5.03 -0.0093
C -2.96 -1.82 5.33 -0.5326
O -3.98 -1.53 5.96 0.0159
N -2.78 -3.10 4.89 0.0035
C -1.67 -3.64 4.15 -0.0816
H -2.17 0.16 5.44 0.0852
H -0.94 -1.12 5.48 0.0870
H -1.78 -0.71 3.94 0.0823
H -3.55 -3.72 5.14 0.1448
H -2.06 -4.05 3.21 0.0831
H -1.23 -4.46 4.73 0.0840
H -0.91 -2.89 3.94 0.0745
C -5.07 6.01 4.64 -0.0111
C -3.86 5.35 4.03 -0.5460
O -3.83 5.00 2.85 0.0149
N -2.77 5.15 4.83 0.0003
C -2.61 5.48 6.22 -0.0763
H -5.85 6.10 3.88 0.0834
H -5.45 5.40 5.46 0.0899
H -4.81 7.01 4.99 0.0864
H -2.00 4.70 4.35 0.1185
H -1.76 6.16 6.31 0.0834
H -2.40 4.57 6.77 0.0864
H -3.50 5.96 6.64 0.0781
C -10.19 6.70 0.67 -0.0097
C -9.72 5.93 -0.53 -0.5410
O -10.30 4.92 -0.92 0.0180
N -8.62 6.38 -1.19 -0.0026
C -7.81 7.54 -0.88 -0.0806
H -11.08 6.21 1.09 0.0889
H -9.41 6.71 1.44 0.0853
H -10.46 7.72 0.38 0.0874
H -8.36 5.81 -1.99 0.1372
H -7.82 8.20 -1.75 0.0845
H -6.79 7.20 -0.70 0.0818
H -8.17 8.08 -0.01 0.0772
C -8.47 -1.06 3.83 -0.0175
C -8.79 -0.63 5.24 -0.5520
O -9.67 0.20 5.48 0.0121
N -8.07 -1.18 6.26 0.0014
C -7.01 -2.15 6.17 -0.0874
H -9.12 -0.53 3.13 0.0803
H -7.43 -0.81 3.59 0.0839
H -8.64 -2.13 3.72 0.0835
H -8.34 -0.84 7.17 0.1429
H -7.31 -3.03 6.75 0.0824
H -6.11 -1.72 6.62 0.0590
H -6.80 -2.45 5.15 0.0742
```

## Properties
- LUMO level: -4.4 eV
- E_HOMO: -9.79 eV
- Frontier orbital gap: 5.401 eV
- Net charge: +1


Q: What is the net charge in the first record?
A: +1


Q: What is the formula in the second record?
A: C43H86Cl6O25


Q: What is the frontier orbital gap in the third record?
A: 5.401 eV


Q: Which formula does entry 1 have?
A: C43H86BClN3O3S2